1.
Entry from the Open Molecules 2025 dataset: a cluster of 11 separate species, C42H63N3O14 in total in a non-equilibrium geometry (ωB97M-V with the def2-TZVPD basis set).

The geometry in XYZ format:
```
122
C42H63N3O14, DFT ωB97M-V with the def2-TZVPD basis set
C 3.6692 3.7997 -0.4348
C 4.1437 3.0573 0.6451
C 4.5201 1.8227 0.2095
N 4.3002 1.8118 -1.1597
C 3.7890 3.0168 -1.5627
H 3.3690 4.8355 -0.4734
H 4.2214 3.4252 1.6578
H 4.8040 0.8971 0.6809
H 4.3890 0.9635 -1.7116
H 3.5884 3.1989 -2.6033
C -0.4148 -0.2868 0.8363
C 0.2661 0.3224 1.9297
C 1.3932 0.9364 1.4209
N 1.3708 0.7657 0.0428
C 0.2689 0.0409 -0.2896
H -1.3522 -0.8188 0.8901
H -0.1234 0.2827 2.9357
H 2.2631 1.3433 1.9041
H 2.0734 1.1514 -0.5685
H 0.1351 -0.2316 -1.3247
C 3.8364 -1.8946 -1.1324
C 4.8164 -1.2308 -1.9000
C 4.1451 -0.7375 -3.0116
N 2.8287 -1.0804 -2.9405
C 2.6338 -1.7164 -1.7501
H 3.9410 -2.4367 -0.2091
H 5.8662 -1.1475 -1.6747
H 4.5264 -0.2715 -3.9065
H 2.0944 -1.0011 -3.6279
H 1.6319 -2.0096 -1.4844
O -2.0282 -0.7031 4.2848
C -3.1924 -0.5724 4.5268
C -4.3400 -0.8235 3.5779
C -5.5309 -0.2130 4.2931
C -5.1064 -0.1868 5.7781
O -3.6766 -0.3385 5.7553
H -4.1852 -0.3854 2.5927
H -4.3856 -1.9051 3.4330
H -5.6814 0.8125 3.9594
H -6.4433 -0.7636 4.0701
H -5.3898 0.7695 6.2096
H -5.5603 -0.9845 6.3617
O 4.6804 3.0948 4.0088
C 4.0655 2.1150 4.3014
C 2.6202 2.0859 4.7730
C 2.4589 0.6090 5.1414
C 3.4826 -0.0994 4.2478
O 4.5060 0.8617 3.9678
H 2.6127 2.7633 5.6249
H 1.8306 2.3203 4.0610
H 2.8451 0.5068 6.1639
H 1.4742 0.1512 5.1871
H 3.9218 -0.9620 4.7407
H 2.9631 -0.3788 3.3253
O -0.0436 -1.2260 -3.8045
C -0.7669 -1.5046 -4.7287
C -1.5705 -2.7824 -4.9020
C -2.4342 -2.4535 -6.1260
C -1.6037 -1.4094 -6.8390
O -0.9267 -0.7001 -5.7711
H -0.9334 -3.6612 -5.0062
H -2.1772 -2.9649 -4.0145
H -2.6697 -3.2994 -6.7686
H -3.3682 -2.0299 -5.7558
H -0.8010 -1.8073 -7.4630
H -2.1879 -0.7097 -7.4317
O 3.0581 3.0468 -6.9262
C 2.4918 2.8653 -5.8825
C 2.4339 1.5667 -5.0987
C 1.1666 1.8753 -4.2820
C 1.1103 3.3754 -4.1115
O 1.7836 3.8383 -5.3008
H 2.3422 0.6864 -5.7253
H 3.2386 1.4598 -4.3725
H 0.2642 1.5244 -4.7907
H 1.1114 1.2943 -3.3544
H 0.0696 3.6861 -4.0876
H 1.6529 3.7317 -3.2367
O 1.6380 -3.1425 5.2516
C 1.8819 -3.2419 4.0800
C 0.8752 -3.2267 2.9139
C 1.8117 -3.0418 1.7098
C 3.1845 -3.4482 2.2090
O 3.1419 -3.4312 3.6311
H 0.3553 -4.1781 3.0435
H 0.1628 -2.4106 3.0060
H 1.4876 -3.5941 0.8274
H 1.8065 -1.9886 1.4167
H 3.3393 -4.4728 1.8635
H 3.9376 -2.7580 1.8408
O -5.0681 2.6501 1.5626
C -4.1891 2.9237 2.3236
C -2.7279 3.1494 2.0311
C -2.0520 3.0477 3.3958
C -3.2202 3.3947 4.3264
O -4.4034 3.0177 3.6535
H -2.3357 2.5133 1.2434
H -2.6840 4.1892 1.6846
H -1.6213 2.0593 3.5696
H -1.2065 3.7216 3.5313
H -3.0874 2.9178 5.2974
H -3.1522 4.4671 4.5342
C -3.2820 -3.6192 0.3934
C -2.5521 -3.2860 -0.8703
C -1.2065 -3.9378 -1.1280
O -3.0437 -2.5214 -1.6714
H -2.6405 -3.3452 1.2376
H -3.4364 -4.6977 0.4728
H -4.2318 -3.0959 0.4240
H -0.5142 -3.5786 -0.3631
H -0.8279 -3.6724 -2.1108
H -1.3144 -5.0176 -1.0211
C -2.5446 0.5262 -1.8904
C -2.7612 1.4007 -3.0934
C -3.8313 0.9615 -4.0654
O -2.1306 2.4075 -3.3110
H -1.9291 1.0391 -1.1622
H -2.0324 -0.3682 -2.2637
H -3.4512 0.0907 -1.4723
H -3.5580 0.0755 -4.6442
H -3.9565 1.7791 -4.7781
H -4.8064 0.7585 -3.6224
```

Values from the calculation:
SMILES: c1cc[nH]c1.c1cc[nH]c1.c1cc[nH]c1.O=C1CCCO1.O=C1CCCO1.O=C1CCCO1.O=C1CCCO1.O=C1CCCO1.O=C1CCCO1.CC(C)=O.CC(C)=O
Kohn-Sham gap, eV: 8.38
Relative energy (zero: lowest compared OMol25 entry of this formula, charge and spin), kcal/mol: 0.00
HOMO energy, eV: -8.217
E_tot, eV: -77711.98029

2.
Entry from the Open Molecules 2025 dataset: a structure of composition C42H65N6NiOPS (ωB97M-V with the def2-TZVPD basis set).

The geometry in XYZ format:
```
117
C42H65N6NiOPS, DFT ωB97M-V with the def2-TZVPD basis set
Ni 0.6442 1.2148 -0.0499
C 3.1933 0.3713 3.0945
C 1.9866 -0.4588 2.6114
C 2.1980 -1.0841 1.2404
N 1.9740 -0.1502 0.1681
C 2.5554 -0.3793 -1.0210
C 3.3023 -1.4657 -1.3978
C 4.0446 -1.6701 -2.6370
C 4.4473 -0.8023 -3.5731
C 4.2873 0.6854 -3.5110
C 2.9481 1.2977 -3.0400
C 2.0496 0.5816 -2.0784
N 0.7836 0.7256 -2.0298
C -0.0102 1.3745 -3.0662
C -0.4765 2.7834 -2.7376
C -1.3440 2.8777 -1.4863
N -0.5229 2.6818 -0.3211
C -0.8410 3.2265 0.8457
C -2.1067 3.7425 1.1466
C -2.5442 4.4608 2.2639
C -1.8263 4.9971 3.3069
C -0.4386 4.9073 3.4780
C 0.5030 4.1643 2.8065
C 0.3399 3.2151 1.7557
N 1.2702 2.3847 1.3667
C 2.6357 2.5210 1.8419
C 2.9422 1.8738 3.1962
H 4.0350 0.2220 2.4074
H 3.5246 0.0017 4.0668
H 1.1001 0.1761 2.5593
H 1.7636 -1.2546 3.3276
H 1.5252 -1.9563 1.1372
H 3.2171 -1.4757 1.1674
H 3.3059 -2.2972 -0.7047
H 4.3444 -2.7018 -2.8095
H 5.0120 -1.1920 -4.4143
H 4.4699 1.1010 -4.4988
H 2.3685 1.7250 -3.8495
H -0.8980 0.7525 -3.1785
H 0.4990 1.3591 -4.0264
H -1.0509 3.1356 -3.5976
H 0.3837 3.4480 -2.6108
H -2.1695 2.1498 -1.5505
H -1.7921 3.8716 -1.4394
H -2.8696 3.5102 0.4104
H -3.6120 4.6610 2.2852
H -2.3753 5.5790 4.0363
H -0.0381 5.5002 4.2935
H 1.5173 4.2680 3.1709
H 2.8902 3.5821 1.8658
H 3.2807 2.0703 1.0880
H 2.1309 2.0746 3.9034
H 3.8424 2.3544 3.5929
C 7.4986 1.4099 -3.4451
N 6.3257 2.2238 -3.1331
C 5.2312 1.5043 -2.5261
N 5.7093 0.8099 -1.3499
S 3.8234 2.6276 -2.1265
H 8.2624 2.0451 -3.8939
H 7.3005 0.5743 -4.1323
H 7.9139 1.0042 -2.5231
H 5.9968 2.7408 -3.9332
H 6.1435 -0.0661 -1.6261
H 4.9308 0.5623 -0.7560
O -1.1537 -0.1644 0.2449
P -1.8569 -1.4551 0.5635
C -1.0762 -2.8501 -0.2919
C -0.5412 -2.4599 -1.6845
C 0.3507 -3.5849 -2.2167
C -0.3241 -4.9823 -2.1263
C -1.7795 -4.8935 -1.6618
C -1.8855 -4.1847 -0.3088
C -1.5855 -1.8502 2.3325
C -2.5460 -2.8792 2.9666
C -3.7961 -2.2470 3.5918
C -3.4218 -1.1388 4.5762
C -2.6241 -0.0439 3.8704
C -1.3570 -0.6067 3.2290
C -3.6353 -1.4050 0.1603
C -4.2164 -0.0044 0.5189
C -5.3578 0.3846 -0.4224
C -4.8721 0.5148 -1.8769
C -3.7505 -0.4935 -2.1893
C -3.9151 -1.7428 -1.3239
H -0.1804 -2.9940 0.3215
H 0.0298 -1.5358 -1.6084
H -1.3614 -2.2669 -2.3830
H 1.2789 -3.5774 -1.6412
H 0.6329 -3.3599 -3.2468
H 0.2241 -5.6173 -1.4228
H -0.2810 -5.4886 -3.0915
H -2.2123 -5.8922 -1.5786
H -2.3726 -4.3633 -2.4141
H -1.4891 -4.8523 0.4606
H -2.9392 -4.0286 -0.0608
H -0.6021 -2.3212 2.2414
H -2.0008 -3.3986 3.7618
H -2.8284 -3.6468 2.2414
H -4.3773 -3.0246 4.0913
H -4.4417 -1.8219 2.8146
H -2.8111 -1.5686 5.3818
H -4.3187 -0.7234 5.0415
H -2.3491 0.7483 4.5701
H -3.2479 0.4248 3.1052
H -0.6675 -0.9031 4.0292
H -0.8530 0.1685 2.6498
H -4.1029 -2.1698 0.7849
H -3.4273 0.7532 0.4594
H -4.5772 -0.0034 1.5448
H -5.8007 1.3238 -0.0863
H -6.1492 -0.3680 -0.3593
H -4.5185 1.5326 -2.0606
H -5.7129 0.3506 -2.5548
H -2.7730 -0.0529 -1.9675
H -3.7532 -0.7516 -3.2496
H -3.2707 -2.5445 -1.6710
H -4.9385 -2.1177 -1.4148
```

Values from the calculation:
Kohn-Sham gap (alpha / beta), eV: 6.96 / 6.98
HOMO energy (alpha / beta), eV: -6.400 / -6.406
E_tot, eV: -116764.70973

3.
Entry from the Open Molecules 2025 dataset: a structure of composition C42H66As3ClN9O2ReS (ωB97M-V with the def2-TZVPD basis set).

The geometry in XYZ format:
```
125
C42H66As3ClN9O2ReS, DFT ωB97M-V with the def2-TZVPD basis set
Re -0.1541 -0.2977 0.1074
N 3.5021 0.0868 2.4897
C 2.2719 -0.0322 2.0031
S 2.1467 -0.2027 0.2406
N 1.2561 -0.0443 2.8205
N 0.0524 -0.1917 2.2061
C -1.0153 -0.2925 2.9465
C -1.0151 -0.2753 4.4156
C -1.5997 -1.3336 5.1142
C -1.6053 -1.3297 6.4987
C -1.0562 -0.2582 7.1891
C -0.4833 0.8013 6.4977
C -0.4454 0.7888 5.1147
C -2.2741 -0.4454 2.1882
C -3.5232 -0.4796 2.7899
C -4.6530 -0.6503 2.0027
C -4.5133 -0.7812 0.6290
C -3.2463 -0.7042 0.0839
N -2.1543 -0.5311 0.8389
H 4.3078 0.1109 1.8893
H 3.6351 0.1430 3.4869
H -2.0262 -2.1736 4.5795
H -2.0387 -2.1589 7.0389
H -1.0724 -0.2500 8.2699
H -0.0582 1.6338 7.0400
H 0.0216 1.6039 4.5805
H -3.6016 -0.3691 3.8607
H -5.6314 -0.6796 2.4604
H -5.3678 -0.9242 -0.0167
H -3.0857 -0.7752 -0.9847
C -0.0798 3.2257 1.6226
As -0.6308 2.2255 0.0615
C -2.5476 2.5439 0.1005
C 0.0742 3.2474 -1.4313
C -0.2401 2.8785 -2.8931
C 0.4770 3.9594 -3.7237
C 0.3979 1.5430 -3.3098
As -0.0658 -0.1591 -2.4708
C -1.6219 -0.8962 -3.3590
C 1.3474 -1.2826 -3.1738
C -1.7500 2.9059 -3.1740
As -2.3478 3.3250 -5.0432
C -4.2134 3.6107 -4.5274
C -2.5995 1.5115 -5.7530
H -0.8602 3.9529 1.8484
H 0.8702 3.7036 1.3986
H 0.0601 2.5511 2.4648
H -2.7101 3.6180 -0.0006
H -2.9398 2.2246 1.0667
H -3.0694 2.0331 -0.7031
H 1.1501 3.2515 -1.2393
H -0.2926 4.2627 -1.2436
H 1.5235 4.0362 -3.4298
H 0.0089 4.9330 -3.5727
H 0.4331 3.7411 -4.7915
H 1.4847 1.5969 -3.1910
H 0.2093 1.3671 -4.3753
H -1.3875 -1.0211 -4.4172
H -2.4717 -0.2278 -3.2659
H -1.8530 -1.8762 -2.9350
H 1.4520 -1.0722 -4.2402
H 1.0773 -2.3287 -3.0424
H 2.2902 -1.0761 -2.6702
H -2.1986 3.7175 -2.5938
H -2.2359 1.9837 -2.8354
H -4.3082 4.5562 -3.9958
H -4.5890 2.7976 -3.9043
H -4.8198 3.6703 -5.4302
H -1.6440 1.0121 -5.9136
H -3.0787 1.6059 -6.7270
H -3.2415 0.9055 -5.1156
C 5.8023 3.3630 -1.2624
N 4.4283 3.0061 -0.9548
C 3.8306 3.1551 0.2510
N 4.5738 3.7123 1.2372
O 2.6640 2.7896 0.4511
H 5.9648 3.2334 -2.3290
H 6.5231 2.7425 -0.7257
H 5.9868 4.4142 -1.0377
H 3.9123 2.4369 -1.6089
H 5.4794 4.1118 1.0737
H 4.0930 3.9701 2.0809
C -2.7312 -8.7557 -1.4416
C -2.2674 -7.9893 -0.1937
C -3.3990 -8.0294 0.8398
C -1.0454 -8.7248 0.3761
C -1.8992 -6.5090 -0.5733
O -0.8709 -6.4742 -1.5465
C -3.1417 -5.7338 -1.0640
C -2.9069 -4.5032 -1.9545
C -2.3817 -4.7866 -3.3348
C -1.0713 -4.4507 -3.6912
C -0.5855 -4.6935 -4.9579
C -1.4246 -5.2880 -5.9017
Cl -0.8348 -5.5954 -7.4816
C -2.7343 -5.6399 -5.5702
C -3.2009 -5.3856 -4.2958
C -1.2836 -5.8243 0.6677
N -0.5939 -4.5650 0.3705
C -1.0442 -3.3343 0.5181
N -0.1169 -2.4650 0.1017
C 0.9281 -3.2834 -0.2583
N 0.6621 -4.5468 -0.1166
H -2.9150 -9.7919 -1.1634
H -1.9805 -8.7929 -2.2351
H -3.6582 -8.3743 -1.8658
H -3.6137 -9.0658 1.0974
H -4.3238 -7.5951 0.4633
H -3.1285 -7.5275 1.7697
H -1.2298 -9.7969 0.3597
H -0.8495 -8.4654 1.4163
H -0.1439 -8.5347 -0.2057
H -1.0216 -7.1723 -2.1968
H -3.7330 -5.4291 -0.1971
H -3.7871 -6.4098 -1.6238
H -2.2486 -3.7746 -1.4760
H -3.8793 -4.0101 -2.0582
H -0.4125 -4.0451 -2.9320
H 0.4337 -4.4580 -5.2296
H -3.3683 -6.0997 -6.3142
H -4.2208 -5.6496 -4.0465
H -0.5379 -6.4603 1.1351
H -2.0545 -5.5841 1.3984
H -2.0278 -3.1026 0.8859
H 1.8735 -2.9176 -0.6162
```

Values from the calculation:
Kohn-Sham gap (alpha / beta), eV: 5.47 / 4.21
Relative energy (zero: lowest compared OMol25 entry of this formula, charge and spin), kcal/mol: 0.00
HOMO energy (alpha / beta), eV: -14.208 / -14.208
Multiplicity: 4
E_tot, eV: -270113.90796
Charge: +3

4.
Entry from the Open Molecules 2025 dataset: a cluster of 16 separate species, C42H67FN16O7S in total in a non-equilibrium geometry (ωB97M-V with the def2-TZVPD basis set).

The geometry in XYZ format:
```
134
C42H67FN16O7S, DFT ωB97M-V with the def2-TZVPD basis set
C -5.5166 3.3936 -2.0372
C -5.2718 2.3195 -3.1216
C -4.3605 1.2444 -2.5203
C -4.3388 -0.0503 -3.3209
N -3.3373 -1.0019 -2.8022
C -3.7822 -1.8031 -1.6992
O -5.1281 -1.6904 -1.2574
C -5.1691 -1.3905 0.0670
O -6.1515 -0.9751 0.6371
O -3.9415 -1.6081 0.6596
C -3.0060 -1.7663 -0.3655
C -2.2583 -3.1123 -0.2823
O -1.6134 -3.2904 0.9459
C -0.4311 -4.0902 0.8763
C 0.8453 -3.2840 1.1273
O 1.5513 -3.1916 -0.0846
C 2.5312 -2.1618 -0.0651
C 2.7530 -1.5464 -1.4586
S -1.6529 -0.5389 -0.1549
O -1.4537 -0.3886 1.2435
O -0.4810 -0.9350 -0.8496
F -2.0705 0.8678 -0.6934
H -6.3315 3.0890 -1.3812
H -4.6335 3.4563 -1.4014
H -5.7314 4.3682 -2.4648
H -4.8041 2.8412 -3.9527
H -6.2066 1.8426 -3.4148
H -4.5807 1.1020 -1.4591
H -3.3422 1.6315 -2.5707
H -3.9922 0.2248 -4.3144
H -5.3322 -0.4822 -3.4608
H -3.0792 -1.6096 -3.5658
H -3.6367 -2.8322 -2.0416
H -1.5740 -3.1369 -1.1347
H -2.9852 -3.9225 -0.4041
H -0.5218 -4.8643 1.6386
H -0.3370 -4.6132 -0.0755
H 1.4259 -3.8611 1.8584
H 0.5790 -2.3094 1.5414
H 3.4758 -2.5496 0.3222
H 2.1773 -1.3521 0.5776
H 3.7980 -1.6901 -1.7077
H 2.0885 -2.0088 -2.1831
H 2.4933 -0.4922 -1.4269
C 1.3384 2.4704 0.4315
C 2.7367 2.0875 0.3700
N 3.8366 1.7660 0.3091
H 0.9545 2.4148 1.4481
H 1.1914 3.4910 0.0876
H 0.7229 1.8189 -0.1922
C -2.5391 -1.7075 3.9288
C -2.0404 -2.2776 5.1715
N -1.6512 -2.7402 6.1479
H -3.5090 -1.2331 4.0700
H -1.8576 -0.9587 3.5325
H -2.6559 -2.4750 3.1649
C 7.3281 2.2329 0.1293
C 8.4137 2.8683 -0.5976
N 9.2709 3.3712 -1.1725
H 7.1360 1.2305 -0.2464
H 7.5503 2.1519 1.1931
H 6.4005 2.7940 0.0320
C 5.3627 5.0650 2.3371
C 3.9636 4.8454 2.0099
N 2.8625 4.6663 1.7419
H 5.6052 6.1255 2.3561
H 5.6095 4.6558 3.3098
H 6.0190 4.5918 1.6102
C 7.7614 5.5837 5.6652
C 7.3056 6.5782 4.7086
N 6.9512 7.3705 3.9596
H 8.3288 6.0486 6.4704
H 6.9195 5.0550 6.1105
H 8.4013 4.8475 5.1832
C -7.0620 -0.1410 3.5526
C -6.5188 0.6531 4.6427
N -6.0923 1.2843 5.5016
H -7.7516 -0.8994 3.9197
H -7.6064 0.4811 2.8422
H -6.2780 -0.6558 3.0062
C -4.6649 -5.0044 5.7193
C -5.1771 -3.9284 4.8859
N -5.5752 -3.0801 4.2243
H -4.0866 -4.6074 6.5527
H -5.4778 -5.6036 6.1273
H -4.0140 -5.6656 5.1485
C 3.7370 1.9820 -3.5628
C 4.0365 0.6335 -4.0158
N 4.2728 -0.4314 -4.3697
H 2.6633 2.1666 -3.5670
H 4.1020 2.1378 -2.5471
H 4.2054 2.7261 -4.2062
C -3.5762 -4.2111 -6.0850
C -3.6344 -2.7549 -6.1019
N -3.6793 -1.6072 -6.1228
H -4.4622 -4.6307 -5.6313
H -3.4907 -4.6122 -7.0868
H -2.7156 -4.5616 -5.5144
C -8.5277 3.7327 4.6265
C -8.7997 3.8659 3.2037
N -9.0153 3.9655 2.0813
H -8.6233 2.6992 4.9535
H -7.5174 4.0569 4.8699
H -9.2173 4.3311 5.2204
C 7.9034 1.6174 -4.4507
C 7.2576 1.1591 -3.2322
N 6.7490 0.7973 -2.2704
H 8.8641 2.0809 -4.2308
H 8.0781 0.7884 -5.1348
H 7.2882 2.3524 -4.9677
C 8.0507 1.1209 5.2182
C 7.6134 2.1367 4.2741
N 7.2645 2.9375 3.5295
H 8.6233 1.5635 6.0322
H 7.1991 0.5997 5.6527
H 8.6821 0.3805 4.7298
C -5.1245 -5.5773 1.6185
C -4.4419 -5.9644 0.3944
N -3.9023 -6.2700 -0.5712
H -6.1411 -5.2426 1.4172
H -5.1844 -6.4104 2.3179
H -4.6021 -4.7608 2.1177
C -7.5626 -5.7343 -7.0726
C -6.1471 -6.0687 -7.0873
N -5.0301 -6.3312 -7.0958
H -7.9855 -5.8691 -6.0782
H -7.7231 -4.6978 -7.3665
H -8.1200 -6.3671 -7.7611
C 12.0689 4.6026 -2.9836
C 13.1552 5.2385 -3.7147
N 14.0113 5.7398 -4.2908
H 11.8801 3.5965 -3.3536
H 12.2969 4.5244 -1.9226
H 11.1431 5.1666 -3.0783
```

Values from the calculation:
Kohn-Sham gap, eV: 9.56
HOMO energy, eV: -9.505
E_tot, eV: -96361.44122

Which formula does entry 3 have?
C42H66As3ClN9O2ReS